[1]
Formula: C4H11NO
Source: OMol25
Level of theory: the ωB97M-V functional and the def2-TZVPD basis

## Properties
SMILES = CC/C=C/N.O
Calculated total energy = -288.93623 Ha
Gap between HOMO and LUMO = 9.67 eV
Molecular weight = 89.14 g/mol
Relative energy (zero: lowest compared OMol25 entry of this formula, charge and spin) = 50.7 kcal per mole

```
17
Properties=species:S:1:pos:R:3:mulliken_charge:R:1
C -2.978 -0.170 0.150 -1.077
C -1.483 -0.154 0.585 -0.353
C -0.492 0.189 -0.487 -0.311
C 0.479 1.121 -0.343 -0.362
N 1.821 0.990 -0.763 -0.431
H -3.120 -0.243 -0.921 0.321
H -3.417 -1.015 0.698 0.281
H -3.627 0.615 0.561 0.281
H -1.221 -1.033 1.179 0.337
H -1.445 0.609 1.374 0.274
H -0.612 -0.291 -1.453 0.285
H 0.259 1.735 0.550 0.247
H 1.988 1.565 -1.586 0.260
H 2.056 0.025 -0.939 0.262
O 2.402 -1.505 0.659 -0.666
H 1.568 -1.904 0.375 0.328
H 2.091 -0.875 1.302 0.325
```



[2]
Formula: C4H11NO
Source: OMol25
Level of theory: the ωB97M-V functional and the def2-TZVPD basis

## Properties
Calculated total energy = -288.78280 Ha
Gap between HOMO and LUMO (alpha / beta) = 7.81 / 9.34 eV
Molecular weight = 89.14 g/mol
Relative energy (zero: lowest compared OMol25 entry of this formula, charge and spin) = 147.0 kcal per mole

```
17
Properties=species:S:1:pos:R:3:mulliken_charge:R:1
C -1.123 -0.614 -0.951 -0.912
C -1.182 1.327 0.819 -0.833
C 2.072 0.017 -0.730 -0.572
C -1.395 -0.122 0.374 -0.247
N 0.927 -0.550 1.261 -0.429
O 1.377 -0.962 0.003 -0.245
H -1.639 -1.521 -1.229 0.364
H -1.313 0.081 -1.690 0.355
H -0.040 -0.958 -0.904 0.208
H -2.124 1.795 0.926 0.422
H -0.473 1.826 0.084 0.205
H -0.867 1.232 1.958 0.219
H 1.885 0.985 -0.280 0.276
H 1.804 -0.177 -1.866 0.246
H 3.181 -0.128 -0.492 0.257
H -1.852 -0.780 1.029 0.479
H 0.762 -1.454 1.689 0.207
```



[3]
Formula: C4H11NO
Source: OMol25
Level of theory: the ωB97M-V functional and the def2-TZVPD basis

## Properties
SMILES = CC(N)=O.CC
Calculated total energy = -288.97230 Ha
Gap between HOMO and LUMO = 10.74 eV
Molecular weight = 89.14 g/mol
Relative energy (zero: lowest compared OMol25 entry of this formula, charge and spin) = 28.1 kcal per mole

```
17
Properties=species:S:1:pos:R:3:mulliken_charge:R:1
C 0.687 2.818 -0.571 -0.993
C 0.337 1.358 -0.957 0.667
N -0.645 0.743 -0.169 -0.374
O 0.796 0.662 -1.810 -0.578
H 1.682 3.036 -1.055 0.242
H 0.622 3.172 0.341 0.427
H -0.188 3.296 -1.107 0.263
H -0.936 -0.255 -0.434 0.211
H -1.052 1.017 0.667 0.155
C 0.122 -2.598 0.963 -0.717
C -1.061 -2.529 1.921 -0.908
H 0.339 -3.581 0.668 0.302
H 0.268 -1.892 0.144 0.210
H 0.973 -2.304 1.624 0.209
H -2.051 -2.780 1.539 0.291
H -0.892 -3.018 2.853 0.360
H -1.133 -1.482 2.284 0.234
```



[4]
Formula: C4H11NO
Source: OMol25
Level of theory: the ωB97M-V functional and the def2-TZVPD basis

## Properties
SMILES = C[C@@H](O)CCN
Calculated total energy = -288.96781 Ha
Gap between HOMO and LUMO = 10.41 eV
Molecular weight = 89.14 g/mol
Relative energy (zero: lowest compared OMol25 entry of this formula, charge and spin) = 30.9 kcal per mole

```
17
Properties=species:S:1:pos:R:3:mulliken_charge:R:1
C 2.013 -0.907 0.371 -1.454
C 0.703 -0.501 -0.250 0.394
O 0.172 -1.660 -0.940 -0.588
C -0.322 -0.025 0.767 -0.537
C -1.429 0.790 0.113 -0.634
N -1.049 2.195 -0.101 -0.594
H 1.932 -1.612 1.202 0.346
H 2.802 -1.210 -0.307 0.348
H 2.377 -0.044 0.952 0.372
H 0.753 0.234 -1.055 0.316
H -0.359 -1.415 -1.697 0.328
H 0.194 0.677 1.432 0.205
H -0.683 -0.865 1.358 0.374
H -2.374 0.723 0.691 0.337
H -1.955 0.328 -0.746 0.319
H -1.805 2.847 0.043 0.240
H -0.492 2.401 0.723 0.229
```



[5]
Formula: C4H11NO
Source: OMol25
Level of theory: the ωB97M-V functional and the def2-TZVPD basis

## Properties
SMILES = C=CC.NCO
Calculated total energy = -288.93724 Ha
Gap between HOMO and LUMO = 10.34 eV
Molecular weight = 89.14 g/mol
Relative energy (zero: lowest compared OMol25 entry of this formula, charge and spin) = 50.1 kcal per mole

```
17
Properties=species:S:1:pos:R:3:mulliken_charge:R:1
C -1.648 -1.237 -0.504 -0.441
C -1.577 -0.851 0.779 -0.116
C -1.480 0.567 1.289 -0.950
H -2.080 -2.195 -0.749 0.274
H -1.174 -0.595 -1.239 0.082
H -1.544 -1.600 1.568 0.290
H -1.903 1.208 0.518 0.282
H -0.502 0.982 1.558 0.312
H -2.032 0.564 2.229 0.333
N 1.841 -0.224 0.203 -0.539
C 2.147 0.705 -0.858 -0.317
O 1.177 0.749 -1.911 -0.539
H 2.147 -1.158 -0.055 0.259
H 0.846 -0.333 0.373 0.133
H 3.122 0.494 -1.284 0.331
H 2.222 1.690 -0.382 0.288
H 0.437 1.235 -1.535 0.317
```



[6]
Formula: C4H11NO
Source: OMol25
Level of theory: the ωB97M-V functional and the def2-TZVPD basis

## Properties
SMILES = CC(N)=O.CC
Calculated total energy = -289.01120 Ha
Gap between HOMO and LUMO = 10.65 eV
Molecular weight = 89.14 g/mol
Relative energy (zero: lowest compared OMol25 entry of this formula, charge and spin) = 3.6 kcal per mole

```
17
Properties=species:S:1:pos:R:3:mulliken_charge:R:1
C -0.501 0.592 2.491 -1.028
C -1.336 0.765 1.241 0.719
N -0.959 1.802 0.452 -0.371
O -2.254 0.022 0.969 -0.622
H -0.114 1.536 2.847 0.348
H 0.344 -0.053 2.266 0.244
H -1.134 0.145 3.243 0.303
H -1.402 2.035 -0.419 0.227
H -0.124 2.310 0.681 0.181
C 0.679 -0.426 -1.747 -0.706
C 1.200 -1.882 -1.668 -0.877
H 0.723 -0.025 -2.763 0.371
H -0.360 -0.350 -1.461 0.164
H 1.296 0.240 -1.155 0.228
H 1.118 -2.362 -2.641 0.288
H 2.242 -1.892 -1.352 0.255
H 0.582 -2.457 -0.985 0.276
```



[7]
Formula: C4H11NO
Source: OMol25
Level of theory: the ωB97M-V functional and the def2-TZVPD basis

## Properties
SMILES = C=NC.CCO
Calculated total energy = -288.83774 Ha
Gap between HOMO and LUMO = 8.83 eV
Molecular weight = 89.14 g/mol
Relative energy (zero: lowest compared OMol25 entry of this formula, charge and spin) = 112.5 kcal per mole

```
17
Properties=species:S:1:pos:R:3:mulliken_charge:R:1
C -0.732 1.022 -1.510 -0.605
N -0.101 1.857 -0.628 -0.231
C -0.087 3.299 -0.803 -0.762
H -1.687 1.260 -1.917 0.346
H -0.033 0.272 -1.943 0.431
H -0.106 3.823 -1.690 0.338
H 0.833 3.665 -0.154 0.253
H -0.921 3.863 -0.188 0.255
C 0.649 -2.987 1.353 -1.066
C 0.362 -1.559 1.147 -0.068
O -0.825 -1.564 0.344 -0.552
H 0.080 -3.713 1.956 0.316
H 1.780 -3.205 1.368 0.273
H 0.383 -3.423 0.433 0.336
H 0.001 -0.814 1.939 0.245
H 1.186 -1.022 0.603 0.221
H -0.784 -0.776 -0.309 0.270
```



[8]
Formula: C4H11NO
Source: OMol25
Level of theory: the ωB97M-V functional and the def2-TZVPD basis

## Properties
SMILES = CC(N)=O.CC
Calculated total energy = -288.99248 Ha
Gap between HOMO and LUMO = 10.67 eV
Molecular weight = 89.14 g/mol
Relative energy (zero: lowest compared OMol25 entry of this formula, charge and spin) = 15.4 kcal per mole

```
17
Properties=species:S:1:pos:R:3:mulliken_charge:R:1
C -1.228 -0.179 0.888 -0.764
C -2.265 0.636 1.576 0.473
N -2.752 1.738 0.792 -0.438
O -2.729 0.444 2.666 -0.548
H -1.036 -0.037 -0.175 0.263
H -1.567 -1.231 0.863 0.329
H -0.295 -0.252 1.424 0.219
H -3.278 2.373 1.367 0.238
H -2.943 1.581 -0.181 0.214
C 2.233 -0.863 -0.456 -0.761
C 2.296 -0.344 -1.860 -0.798
H 3.043 -1.536 -0.198 0.368
H 2.151 -0.073 0.330 0.242
H 1.341 -1.511 -0.257 0.177
H 2.923 0.565 -1.913 0.240
H 2.731 -1.157 -2.476 0.257
H 1.376 -0.155 -2.391 0.289
```



[9]
Formula: C4H11NO
Source: OMol25
Level of theory: the ωB97M-V functional and the def2-TZVPD basis

## Properties
Calculated total energy = -288.84024 Ha
Gap between HOMO and LUMO = 9.68 eV
Molecular weight = 89.14 g/mol
Relative energy (zero: lowest compared OMol25 entry of this formula, charge and spin) = 110.9 kcal per mole

```
17
Properties=species:S:1:pos:R:3:mulliken_charge:R:1
C -1.070 0.797 0.304 -0.757
C -1.523 0.652 -1.144 -0.996
C 0.856 0.817 0.586 0.096
N 1.378 1.421 1.542 -0.683
H 0.939 1.327 2.453 0.238
H 1.216 0.899 -0.437 0.357
H -1.749 0.338 1.031 0.442
H -1.121 1.852 0.578 0.406
H -2.493 1.127 -1.320 0.348
H -1.615 -0.399 -1.430 0.303
H -0.817 1.114 -1.842 0.280
C 1.282 -1.896 -0.221 -0.618
O 0.637 -1.207 0.837 -0.554
H -0.310 -0.598 0.581 0.353
H 0.989 -1.484 -1.193 0.259
H 1.034 -2.961 -0.215 0.250
H 2.367 -1.799 -0.110 0.275
```



[10]
Formula: C4H11NO
Source: OMol25
Level of theory: the ωB97M-V functional and the def2-TZVPD basis

## Properties
Multiplicity = 2
Calculated total energy = -288.65665 Ha
Gap between HOMO and LUMO (alpha / beta) = 11.33 / 8.50 eV
Total charge = +1
Molecular weight = 89.14 g/mol
Relative energy (zero: lowest compared OMol25 entry of this formula, charge and spin) = 36.8 kcal per mole

```
17
Properties=species:S:1:pos:R:3:lowdin_spin:R:1
C -1.607 -0.434 1.257 0.001
C -0.322 -0.552 0.510 0.084
C 0.697 -1.342 0.873 0.459
C -0.978 1.193 -1.285 0.030
N -0.157 0.082 -0.693 0.353
H -1.567 0.416 1.907 0.000
H -1.713 -1.107 2.020 0.002
H -2.493 -0.229 0.648 -0.002
H 0.823 -1.907 1.754 0.025
H 1.396 -1.788 0.103 0.013
H -1.298 1.931 -0.585 0.003
H -1.758 0.677 -1.938 0.019
H -0.155 1.673 -1.866 0.005
H 0.525 -0.259 -1.368 0.003
H 2.821 1.342 -0.271 0.000
H 2.942 -0.229 -0.310 0.002
O 2.845 0.534 -0.756 0.005
```



[11]
Formula: C4H11NO
Source: OMol25
Level of theory: the ωB97M-V functional and the def2-TZVPD basis

## Properties
Multiplicity = 2
Calculated total energy = -288.65730 Ha
Gap between HOMO and LUMO (alpha / beta) = 11.04 / 6.07 eV
Total charge = +1
Molecular weight = 89.14 g/mol
Relative energy (zero: lowest compared OMol25 entry of this formula, charge and spin) = 36.4 kcal per mole

```
17
Properties=species:S:1:pos:R:3:lowdin_spin:R:1
C -1.691 1.003 -0.434 0.000
C -1.059 2.090 0.440 0.000
H -2.134 1.473 -1.305 0.000
H -0.965 0.257 -0.786 0.000
H -2.431 0.385 0.072 0.000
H -1.854 2.516 1.048 0.000
H -0.298 1.684 1.110 0.000
H -0.649 2.928 -0.113 0.000
C 1.854 -1.588 -0.881 0.099
C 0.687 -1.636 0.124 0.095
O -0.218 -2.407 -0.240 0.768
N 0.746 -0.839 1.143 0.017
H 2.574 -2.380 -0.667 0.002
H 2.358 -0.632 -0.739 0.016
H -0.016 -0.944 1.807 0.002
H 1.564 -0.278 1.319 0.001
H 1.531 -1.631 -1.898 0.000
```



[12]
Formula: C4H11NO2
Source: OMol25
Level of theory: the ωB97M-V functional and the def2-TZVPD basis

## Properties
Multiplicity = 2
Calculated total energy = -364.13159 Ha
Gap between HOMO and LUMO (alpha / beta) = 2.57 / 8.79 eV
Total charge = -1
Molecular weight = 105.14 g/mol
Relative energy (zero: lowest compared OMol25 entry of this formula, charge and spin) = 67.2 kcal per mole

```
18
Properties=species:S:1:pos:R:3:lowdin_spin:R:1
C 1.457 1.864 0.091 0.156
N 0.358 0.917 0.154 0.039
C 0.318 0.052 -1.048 0.056
C -0.459 -1.180 -0.713 0.075
C -0.876 -1.728 -2.015 0.032
O -0.541 -2.793 -2.400 0.007
H 1.114 2.844 0.442 0.055
H 1.913 2.025 -0.814 0.008
H 2.135 1.540 0.943 0.031
H -0.513 1.319 0.258 0.094
H 1.391 -0.063 -1.429 0.005
H -0.032 0.747 -1.940 0.018
H 0.252 -1.869 -0.229 0.012
H -1.385 -1.114 0.033 0.051
H -1.628 -1.156 -2.642 0.008
H -0.636 0.936 4.287 0.077
H -0.159 2.325 3.919 0.070
O -0.408 1.793 4.676 0.206
```



[13]
Formula: C4H11NO2
Source: OMol25
Level of theory: the ωB97M-V functional and the def2-TZVPD basis

## Properties
SMILES = N[C@H](CO)CCO
Calculated total energy = -364.20062 Ha
Gap between HOMO and LUMO = 10.41 eV
Molecular weight = 105.14 g/mol
Relative energy (zero: lowest compared OMol25 entry of this formula, charge and spin) = 42.4 kcal per mole

```
18
Properties=species:S:1:pos:R:3:mulliken_charge:R:1
N 0.621 1.282 0.192 -0.596
C -0.410 0.264 -0.034 0.526
C -1.567 0.551 0.932 -0.722
O -1.815 1.960 1.013 -0.517
C 0.322 -1.136 0.090 -0.868
C 1.223 -1.555 -1.040 -0.514
O 2.072 -0.554 -1.632 -0.536
H 0.425 2.238 -0.137 0.262
H 0.679 1.509 1.209 0.265
H -0.865 0.243 -1.126 0.119
H -2.499 0.047 0.679 0.360
H -1.244 0.180 1.920 0.353
H -1.869 2.310 0.140 0.324
H 0.864 -1.176 1.116 0.286
H -0.471 -1.924 0.200 0.319
H 1.869 -2.400 -0.725 0.280
H 0.593 -2.004 -1.854 0.270
H 2.073 0.164 -0.943 0.389
```



[14]
Formula: C4H11NO2
Source: OMol25
Level of theory: the ωB97M-V functional and the def2-TZVPD basis

## Properties
SMILES = C[C@H](O)CNCO
Calculated total energy = -364.20124 Ha
Gap between HOMO and LUMO = 9.00 eV
Molecular weight = 105.14 g/mol
Relative energy (zero: lowest compared OMol25 entry of this formula, charge and spin) = 42.0 kcal per mole

```
18
Properties=species:S:1:pos:R:3:mulliken_charge:R:1
C 0.535 1.040 -2.298 -1.383
C 0.295 0.782 -0.804 0.439
O 1.396 1.224 -0.022 -0.541
C 0.029 -0.711 -0.561 -0.977
N 0.229 -1.161 0.789 -0.148
C -0.855 -1.171 1.696 -0.471
O -1.762 -0.143 1.330 -0.491
H -0.354 0.775 -2.873 0.333
H 0.901 2.058 -2.426 0.410
H 1.284 0.335 -2.609 0.358
H -0.599 1.311 -0.479 0.173
H 1.628 2.102 -0.348 0.333
H -1.033 -0.843 -0.772 0.327
H 0.575 -1.325 -1.288 0.520
H 1.109 -1.590 0.976 0.190
H -0.454 -1.052 2.701 0.361
H -1.421 -2.117 1.612 0.278
H -2.347 -0.015 2.088 0.288
```